80
Properties=species:S:1:pos:R:3:forces:R:3 method="wB97M-V/def2-TZVPD" lumo_ev=0.55 max_force_ev_per_a=2.5 homo_lumo_gap_ha=0.3405 molar_mass_da=501.67 total_charge=0
C 1.561583 -3.297074 -1.672668 -0.74 0.11 -0.27
C 0.584389 -2.753211 -0.631554 0.76 -0.89 0.34
O 0.844593 -1.392748 -0.214374 -1.06 -0.31 -1.83
P 0.309611 -0.259536 -1.251693 0.16 1.31 0.43
O 1.031908 0.964180 -0.950985 0.87 1.30 0.42
C -1.460393 0.107472 -1.037163 0.24 -1.69 0.40
C -2.347505 -1.057775 -0.549752 -0.79 1.08 -1.00
C -3.145291 -1.769501 -1.679420 0.93 -2.08 0.99
C -4.678311 -1.607683 -1.555313 0.34 0.60 -0.72
C -5.249141 -0.413979 -2.303433 -0.59 0.37 0.94
C -4.848082 0.962391 -1.727097 -0.19 -0.04 -1.17
S -4.027950 1.993952 -3.003774 0.47 0.18 0.27
C -2.587881 -1.738770 -3.101039 -0.86 0.29 -1.11
C -2.130415 -3.154539 -3.541916 -1.11 0.90 0.38
N -2.729827 -3.978414 -2.512039 0.99 -0.35 -0.45
C -2.991004 -3.289585 -1.362995 0.15 0.64 -1.22
O -3.109582 -3.813038 -0.302143 -0.31 -0.57 1.85
O 0.562813 -0.677822 -2.785970 -0.30 -0.46 0.74
C 1.605791 0.050230 -3.469982 0.45 -0.52 -1.01
C 3.007319 -0.285365 -3.031095 -0.17 0.44 0.62
H 2.517178 -2.795418 -1.662434 0.25 0.03 0.20
H 1.115424 -3.185480 -2.652908 0.20 0.19 -0.36
H 1.682598 -4.364177 -1.532443 0.20 -0.21 0.23
H -0.430485 -2.915227 -0.987353 -0.18 0.31 0.05
H 0.696081 -3.358280 0.258247 -0.15 0.09 0.41
H -1.805120 0.558499 -1.959958 -0.09 0.09 -0.16
H -1.473100 0.867664 -0.267951 0.37 0.28 0.13
H -1.821003 -1.763413 0.074743 0.20 -0.09 0.13
H -3.094479 -0.616235 0.096757 -0.07 -0.01 0.39
H -5.140833 -2.508500 -1.947309 -0.18 -0.17 -0.14
H -4.945049 -1.558563 -0.504366 0.02 -0.01 0.20
H -5.036392 -0.439771 -3.359992 0.24 -0.15 -0.30
H -6.332672 -0.479887 -2.234104 -0.22 -0.07 -0.03
H -4.177633 0.885730 -0.882539 0.31 0.08 0.01
H -5.709670 1.523708 -1.402316 -0.30 0.02 0.23
H -4.901672 1.842728 -4.012396 -0.12 -0.13 0.25
H -1.877178 -0.974270 -3.382107 0.31 0.13 0.40
H -3.432395 -1.544057 -3.759686 -0.07 0.26 -0.03
H -1.056653 -3.247874 -3.653261 0.23 -0.18 0.12
H -2.648681 -3.322188 -4.475269 0.42 -0.42 -0.50
H -2.350863 -4.906616 -2.395287 -0.31 -0.12 0.15
H 1.530223 -0.260579 -4.507562 -0.36 -0.17 -0.17
H 1.428268 1.114087 -3.473544 -0.23 0.29 0.49
H 3.168517 0.005486 -2.000893 -0.04 0.00 0.32
H 3.684126 0.330653 -3.611023 0.27 -0.12 -0.32
H 3.227048 -1.338774 -3.132772 0.14 -0.18 -0.27
C -0.604191 -1.867721 4.961377 -0.02 -0.17 0.09
C 0.311648 -1.672110 3.756866 -0.19 0.20 0.09
C 1.614105 -0.925007 4.075013 0.15 -0.12 -0.15
O 1.461276 0.469672 4.244914 0.06 0.01 0.12
C 0.987232 0.882522 5.512066 -0.01 0.16 -0.14
N -0.440834 -1.010014 2.687023 0.16 0.06 -0.14
H -1.151126 -0.960232 5.214728 0.05 0.05 -0.03
H -1.346700 -2.636540 4.746708 0.00 0.03 -0.05
H -0.039186 -2.184586 5.840873 0.00 0.02 0.00
H 0.595664 -2.668754 3.403263 0.08 0.03 -0.05
H 2.283971 -1.037267 3.217987 -0.03 0.06 -0.02
H 2.129363 -1.362924 4.941359 -0.11 0.00 0.07
H 1.364622 0.241194 6.314227 -0.05 -0.05 0.00
H -0.104689 0.904934 5.535007 -0.01 -0.08 0.14
H 1.342478 1.898815 5.683264 0.05 -0.02 -0.05
H 0.129180 -0.977234 1.843926 -0.04 -0.10 0.05
H -0.539325 -0.031967 2.950211 -0.09 -0.03 0.04
C 2.353384 3.493351 2.112452 -0.05 -0.16 0.08
C 2.455474 3.963839 0.666842 0.04 0.16 0.17
C 3.850467 3.789333 0.052218 -0.08 -0.06 -0.19
O 4.817276 4.737161 0.477106 0.03 -0.11 0.04
C 5.404448 4.473615 1.736121 0.03 0.20 -0.07
N 1.992115 5.355562 0.583124 0.13 -0.01 -0.16
H 2.781200 4.208079 2.816664 0.06 0.04 -0.06
H 1.307755 3.361663 2.390914 0.00 0.02 -0.03
H 2.855687 2.533812 2.248802 -0.03 -0.01 0.03
H 1.772614 3.344498 0.078861 0.09 -0.03 -0.07
H 3.764057 3.934299 -1.027968 0.02 0.06 0.01
H 4.226703 2.769555 0.207376 -0.04 0.00 0.10
H 5.525262 3.400036 1.908840 -0.07 -0.01 0.03
H 4.817479 4.915986 2.544246 0.00 -0.14 0.09
H 6.390256 4.939825 1.747296 -0.01 0.00 -0.07
H 1.951518 5.632429 -0.394044 -0.12 -0.03 0.02
H 2.722608 5.945748 0.974472 -0.07 0.00 0.08